ORCA calculation (wB97M-V/def2-TZVPD) on C16H41N3O5Tl as an isolated structure in a non-equilibrium geometry.

Geometry as XYZ:
```
66
Properties=species:S:1:pos:R:3:forces:R:3:lowdin_charge:R:1
H -2.069426 0.682648 2.088747 0.216 0.501 0.490 0.117
C -1.320326 -0.465992 -3.017573 -0.157 0.284 -0.785 -0.121
H 0.894244 -3.898242 -1.510743 -0.002 0.115 0.099 0.116
O 1.544594 -1.360062 1.211017 3.030 -2.177 0.209 -0.315
H 0.165944 0.997658 -3.529223 -0.160 -0.161 -1.409 0.123
C 2.353944 -1.695482 -1.158683 2.182 0.805 0.799 -0.341
C -0.087416 -3.651912 -1.106093 -1.342 2.104 -0.727 -0.088
H -4.243456 2.205748 1.972157 0.074 -0.306 0.827 0.149
C 0.256384 2.042398 2.302957 -0.918 0.442 0.764 -0.134
C 1.600794 0.342048 3.252617 1.191 -0.672 -0.636 -0.023
C 1.743754 -2.134922 2.479577 -1.636 -1.572 -0.523 -0.063
O 0.019994 -2.989592 0.210327 -1.099 -1.741 -2.307 -0.269
H 1.777144 -2.609262 -1.301513 -0.033 0.961 -0.110 0.085
C 3.643814 -1.785592 -2.077873 -0.671 -0.914 1.408 0.017
C 0.009434 2.797818 -2.012213 -1.501 1.152 -0.365 -0.040
H 0.470884 2.932838 0.315407 0.656 -1.522 0.317 0.104
C 2.733264 -1.667742 0.365457 -0.991 -1.097 -1.286 -0.064
H 1.773084 -0.733882 3.224407 -0.333 2.886 0.984 -0.002
H 1.620234 -3.217662 2.502517 0.783 -0.035 -1.428 0.104
H -0.688876 3.591238 1.062377 -1.281 -0.232 0.825 0.163
H 0.704684 -4.617162 1.307147 -0.206 -0.325 -0.323 0.121
O -0.747386 1.567128 -1.944123 0.671 0.225 -0.653 -0.318
H -2.790836 3.011908 2.724847 -0.112 0.012 0.227 0.133
H 2.131384 0.310568 -1.035973 1.024 0.282 0.207 0.118
H 2.997524 -2.720642 0.463847 0.265 0.095 0.949 0.150
H -3.319476 5.352988 0.269727 -0.174 0.478 0.307 0.099
H -1.726096 2.099938 -0.386143 0.338 -0.376 -1.057 0.123
N 1.594824 -0.449222 -1.429563 3.121 1.265 1.306 -0.031
H 1.021474 2.802688 -2.417023 0.043 -0.782 -0.161 0.119
H 3.535934 -1.008912 0.696757 0.046 0.085 -0.391 0.156
H 0.550184 -1.483552 -2.569273 -0.622 0.796 -0.528 0.105
H 1.372454 0.570828 4.293597 -0.554 0.787 -0.337 0.141
C -0.316086 2.570548 0.976877 1.665 0.727 1.356 -0.170
H 1.823704 -0.310812 -2.403503 -0.930 0.761 -0.610 0.114
H -0.584406 -4.622002 -1.112593 -0.502 0.266 0.520 0.144
N -0.384736 -1.316782 -2.225463 -2.950 0.844 2.218 -0.116
H -1.533646 -0.935612 -3.977803 0.221 -0.080 -0.249 0.150
H 1.041114 2.710698 2.657447 0.861 -0.444 -0.653 0.151
H 0.844004 -1.885702 3.042097 0.343 -0.061 0.357 0.117
H -2.301326 -0.402682 -2.546693 0.100 -0.443 0.527 0.143
H -0.607096 -2.944852 -3.111653 -0.859 -1.580 -0.174 0.145
H 3.504384 -1.690732 -3.154753 -0.430 0.757 0.042 0.099
H 2.535944 0.756318 2.875837 -0.002 0.577 0.494 0.130
C -0.885696 0.967258 -3.244223 1.774 -0.434 1.131 -0.137
H -3.449706 5.148568 2.047837 0.214 -0.106 0.046 0.100
N -1.235706 1.622498 0.356607 -1.926 0.608 3.216 -0.090
H -4.855786 4.951138 1.010127 -0.140 -0.729 -0.018 0.104
O -3.286226 3.477078 0.784757 0.349 -0.002 -0.665 -0.206
C -0.173036 -3.975082 1.233367 -0.121 0.584 1.504 -0.053
H -1.975406 -2.698172 -1.988323 0.158 0.076 0.255 0.146
H 4.429394 -1.154982 -1.661593 0.032 0.112 -0.445 0.099
O 0.597614 0.626898 2.229557 -0.126 1.998 0.540 -0.273
Tl -0.133996 -0.274202 0.130247 -0.041 -0.715 -1.873 1.405
H -3.136876 0.739368 0.809717 0.228 0.056 -0.792 0.131
H 2.698904 -1.897262 2.947877 -0.052 -0.108 -0.284 0.142
H -1.113726 -4.525222 1.210277 0.096 -0.041 -0.636 0.124
C -0.893106 -2.641402 -2.104573 0.909 -2.971 -0.574 -0.133
H -0.382476 2.131448 3.181617 -0.868 -0.030 -0.360 0.139
C -2.400106 1.368698 1.308937 -0.876 -1.269 0.461 -0.124
C -3.225146 2.567358 1.829387 0.298 -0.133 -0.454 -0.188
H 3.979984 -2.822092 -2.050113 0.287 -0.071 0.416 0.100
H -0.605926 3.468768 -2.611583 0.327 0.271 -0.262 0.123
C -3.780896 4.782708 1.075947 0.485 0.786 -0.591 -0.044
H -0.204346 -3.400722 2.159237 -0.328 -0.284 -0.075 0.079
H 0.036914 3.257238 -1.024143 -0.111 -0.180 -1.027 0.055
H -1.549206 1.533108 -3.898183 0.065 -0.107 -0.032 0.159
```
Forces are in eV/Å.

Values from the calculation:
E_HOMO in eV: -17.76
Energy in eV: -36620.882
LUMO level in eV: -12.1
Charge: +3

ORCA calculation (wB97M-V/def2-TZVPD) on C15H21N3O2 as an isolated structure in a non-equilibrium geometry.

Geometry as XYZ:
```
41
Properties=species:S:1:pos:R:3:forces:R:3:lowdin_charge:R:1
C 1.986145 -3.058268 -1.393639 -1.232 0.260 -3.495 -0.409
H 2.630150 -4.953223 -1.081763 -1.505 -4.794 3.464 0.057
H 4.975000 -4.538206 -0.945102 -1.089 2.442 -1.404 0.140
H -0.788725 0.246708 1.293225 -0.225 -1.399 0.011 0.135
H -5.008758 1.485466 -1.944437 0.168 -0.251 0.161 0.062
N 2.551361 -2.066913 -0.705492 6.320 -1.967 1.638 -0.011
H -3.391213 0.996609 -1.392230 0.331 -0.103 -0.489 0.037
O -2.257750 2.150526 2.679223 0.963 2.395 -6.573 -0.037
C 3.010921 0.322784 0.306670 -0.776 -15.144 -5.138 0.001
H 4.849715 -1.613302 -0.246081 -2.844 -2.659 -0.496 0.175
O 0.948555 -2.782478 -1.953794 -1.255 -1.597 -0.242 0.073
H 1.140638 3.386747 1.938740 -1.536 -1.865 -0.280 0.129
H -0.140659 2.249520 2.788494 0.362 0.638 -0.745 0.100
C 2.039263 -1.030513 -0.019960 5.360 4.374 -0.413 -0.149
C -2.007220 2.617277 1.461640 -1.132 0.979 -0.347 -0.408
C 0.247047 0.066801 1.005831 -5.190 -0.969 -0.044 -0.100
C 0.804119 -0.880073 0.214738 -5.419 -6.277 0.966 -0.070
C 4.252749 -3.691684 -1.422392 3.904 1.736 -0.360 -0.179
C -4.450510 0.820988 -1.262203 -0.370 -2.561 -1.338 -0.176
H -4.074318 0.211033 0.929492 -2.082 2.882 -2.136 0.189
N -2.909802 3.098730 0.406774 -5.979 -2.750 7.749 0.101
H 2.912976 -4.484088 -2.736078 -0.904 -1.184 -2.655 0.084
C 2.361147 1.193354 0.724462 -7.252 14.280 6.974 -0.114
H -0.578580 3.131756 -0.068774 -0.294 -0.071 -0.506 0.126
C 0.318115 2.554418 1.823946 1.624 -1.556 -2.470 -0.063
C 2.946678 -4.318594 -1.735817 0.159 7.541 -0.080 -0.089
H 3.937078 -3.048503 0.576371 -0.056 -0.203 1.755 0.080
H -4.666006 -0.372313 -1.656357 0.518 3.497 1.448 0.146
C -4.418724 2.542594 0.614660 1.767 0.050 -7.742 -0.150
H -4.603561 2.663667 1.537590 -1.295 1.077 6.793 0.018
H 3.878901 0.134877 -0.041887 6.180 -0.291 -1.715 0.024
C 3.957406 -2.508816 -0.323526 1.861 0.719 -2.624 -0.090
H -2.663232 3.074232 -0.486784 1.858 -0.340 -4.338 0.031
H 0.190869 -1.846269 0.173828 0.659 1.420 -0.717 0.160
C 0.887104 1.121970 1.087641 6.638 10.533 3.152 -0.151
H -5.211923 3.054966 -0.014459 1.460 0.726 0.714 0.132
C -4.762193 1.135641 0.183534 1.269 -4.828 2.150 -0.315
H -5.859268 0.839906 0.339461 1.473 0.911 0.344 0.115
H 3.002408 2.180634 1.005258 -2.039 -1.772 -0.614 0.165
N -0.781391 2.988407 0.892396 0.920 -1.633 5.935 0.032
H 4.745489 -3.076370 -2.553198 -1.321 -2.246 3.707 0.199
```
Forces are in eV/Å.

Values from the calculation:
E_HOMO in eV: -8.11
Energy above the lowest of the compared OMol25 structures with the same formula, charge and spin in kcal per mole: 284.9
Energy in eV: -24450.267
LUMO level in eV: 0.7

ORCA calculation (wB97M-V/def2-TZVPD) on a 2-piece molecular cluster, C6H12O overall.

Geometry as XYZ:
```
19
Properties=species:S:1:pos:R:3:forces:R:3:lowdin_charge:R:1
H 1.162557 0.384472 -1.514769 0.081 0.158 -0.107 0.107
O -0.047656 -1.282336 0.595023 0.215 0.146 -0.022 -0.090
C 2.054258 1.541325 0.609253 0.179 -0.127 0.252 -0.081
C -1.405672 -1.315712 0.217510 -0.382 -0.082 -0.096 -0.347
H 2.354806 2.054323 1.518613 -0.018 0.063 -0.141 0.105
C 0.598624 1.571947 0.278832 -0.330 -0.058 0.046 -0.253
H -1.563709 -0.845230 -0.766769 0.106 -0.103 0.106 0.110
H -0.127019 1.658290 -1.803830 0.171 0.016 0.032 0.108
C 1.545496 2.362492 -0.528838 0.067 0.354 -0.028 -0.184
C -1.803982 -2.775654 0.175311 -0.042 -0.090 -0.011 -0.096
C 0.712709 1.326305 -1.197010 -0.203 -0.187 -0.091 -0.099
H 2.631966 0.634730 0.408948 -0.134 0.124 -0.068 0.107
H -1.169709 -3.301530 -0.543229 -0.112 0.022 0.039 0.076
H -2.040112 -0.764148 0.932297 0.161 -0.096 -0.039 0.111
H 1.561417 3.433786 -0.671699 0.055 -0.201 -0.019 0.128
H -1.639161 -3.229456 1.156622 -0.064 0.044 -0.093 0.075
H -0.271230 1.857207 0.848862 0.176 0.137 0.033 0.138
H 0.298486 -0.402195 0.391389 -0.021 -0.160 0.176 0.012
H -2.852069 -2.908617 -0.106516 0.095 0.039 0.032 0.073
```
Forces are in eV/Å.

Values from the calculation:
E_HOMO in eV: -9.66
Energy above the lowest of the compared OMol25 structures with the same formula, charge and spin in kcal per mole: 65.4
Energy in eV: -8461.517
LUMO level in eV: 1.1